*1*
Computed, not measured: a structure of composition C26H31N6O7Zr, with wB97M-V/def2-TZVPD.

Charge: +1
Molecular weight, g/mol: 630.79
Orbital gap, eV: 8.03
HOMO energy, eV: -11.42
2S+1: 1

Atoms and positions in Å:
Zr 0.334 -0.334 -0.532
O 1.319 0.564 -2.044
C 0.987 1.149 -3.186
C 1.834 2.108 -3.747
C 1.500 2.720 -4.938
C 0.325 2.391 -5.616
C -0.510 1.441 -5.080
C -0.206 0.809 -3.861
C -1.123 -0.197 -3.388
N -1.068 -0.845 -2.279
C -2.094 -1.854 -2.013
C -2.509 -1.741 -0.558
N -1.294 -1.755 0.261
C -1.310 -2.419 1.362
C -0.248 -2.530 2.327
C -0.448 -3.352 3.447
C 0.534 -3.504 4.398
C 1.743 -2.825 4.240
C 1.968 -2.005 3.151
C 0.975 -1.846 2.184
O 1.185 -1.055 1.141
H 2.746 2.357 -3.220
H 2.167 3.464 -5.354
H 0.078 2.875 -6.550
H -1.424 1.166 -5.595
H -1.945 -0.424 -4.071
H -1.666 -2.847 -2.191
H -2.953 -1.734 -2.677
H -3.187 -2.552 -0.282
H -3.013 -0.786 -0.397
H -2.219 -2.973 1.612
H -1.394 -3.870 3.553
H 0.372 -4.139 5.257
H 2.520 -2.938 4.985
H 2.900 -1.467 3.028
O -0.648 3.313 -0.075
C -0.662 2.074 0.472
O -1.129 1.111 -0.333
C -1.281 2.140 1.860
O -0.767 1.106 2.667
C 0.553 1.415 3.050
C 1.472 1.569 1.858
O 2.658 1.590 1.911
O 0.829 1.623 0.639
H -0.533 3.227 -1.031
H -2.353 1.994 1.750
H -1.091 3.123 2.302
H 0.936 0.597 3.658
H 0.595 2.336 3.645
C 1.266 -3.575 -0.820
N 2.152 -4.622 -1.279
C 3.531 -4.253 -0.943
N 3.915 -2.989 -1.576
C 3.027 -1.947 -1.114
N 1.581 -2.247 -1.439
C 1.511 -2.433 -2.926
N 2.400 -3.473 -3.396
C 2.044 -4.731 -2.736
C 3.775 -3.127 -3.026
H 1.352 -3.477 0.262
H 0.236 -3.834 -1.075
H 4.203 -5.041 -1.284
H 3.623 -4.156 0.140
H 3.285 -1.000 -1.591
H 3.113 -1.843 -0.033
H 1.769 -1.484 -3.397
H 0.486 -2.698 -3.189
H 2.712 -5.519 -3.084
H 1.019 -4.999 -3.001
H 4.050 -2.186 -3.505
H 4.446 -3.910 -3.378

*2*
Computed, not measured: a structure of composition C26H31N6O7Zr, with wB97M-V/def2-TZVPD.

Charge: +1
Molecular weight, g/mol: 630.79
Orbital gap, eV: 7.85
HOMO energy, eV: -11.09
2S+1: 1

Atoms and positions in Å:
Zr 0.040 0.321 -0.289
O 0.124 0.620 -2.213
C -0.983 -2.716 -2.543
C -1.797 -3.344 -3.475
C -1.319 -4.360 -4.288
C 0.004 -4.753 -4.181
C 0.825 -4.125 -3.261
C 0.364 -3.101 -2.423
C 1.438 -2.582 -1.559
N 1.562 -1.587 -0.764
C 2.878 -1.499 -0.123
C 3.423 -0.086 -0.200
N 2.335 0.900 -0.168
C 2.720 2.107 -0.414
C 1.925 3.300 -0.405
C 2.500 4.506 -0.845
C 1.794 5.682 -0.786
C 0.502 5.672 -0.248
C -0.076 4.508 0.211
C 0.622 3.299 0.121
O 0.076 2.172 0.547
H -2.825 -3.016 -3.546
H -1.977 -4.841 -4.998
H 0.397 -5.542 -4.807
H 1.860 -4.435 -3.190
H 2.328 -3.206 -1.672
H 3.589 -2.185 -0.587
H 2.777 -1.814 0.914
H 4.004 0.044 -1.116
H 4.095 0.086 0.644
H 3.777 2.264 -0.648
H 3.511 4.492 -1.235
H 2.232 6.605 -1.135
H -0.055 6.598 -0.186
H -1.071 4.498 0.634
O -4.219 1.134 -0.981
C -2.936 1.316 -1.174
O -2.100 1.047 -0.320
C -2.637 1.969 -2.500
O -1.312 2.390 -2.622
C -0.409 1.462 -3.180
C -1.636 -1.650 -1.721
O -2.618 -1.066 -2.145
O -1.092 -1.428 -0.554
H -4.358 0.631 -0.163
H -3.277 2.851 -2.567
H -2.943 1.269 -3.283
H 0.385 2.062 -3.626
H -0.918 0.864 -3.944
C 0.390 -1.683 2.401
N 0.124 -2.096 3.761
C -1.325 -2.197 3.956
N -1.986 -0.915 3.702
C -1.721 -0.520 2.338
N -0.244 -0.370 2.061
C 0.275 0.635 3.053
N 0.020 0.232 4.419
C 0.645 -1.068 4.667
C -1.425 0.090 4.608
H 0.021 -2.431 1.697
H 1.467 -1.564 2.290
H -1.525 -2.506 4.982
H -1.728 -2.950 3.277
H -2.190 0.444 2.138
H -2.115 -1.262 1.645
H -0.204 1.590 2.847
H 1.350 0.745 2.891
H 0.450 -1.368 5.696
H 1.725 -0.981 4.528
H -1.907 1.051 4.420
H -1.623 -0.206 5.638

Most favorable first, least favorable last: *1*, *2*

*1*
Computed, not measured: a cluster of 2 separate species, C7H16N2O2 in total, with wB97M-V/def2-TZVPD.

Molecular weight, g/mol: 160.22
Orbital gap, eV: 9.01
HOMO energy, eV: -8.76
2S+1: 1

Atoms and positions in Å:
C 0.261 0.469 1.845
C 0.294 0.960 0.608
C -0.358 2.563 0.413
O -0.265 3.111 -0.652
O -0.857 2.968 1.439
N 0.814 0.282 -0.497
C 1.928 1.215 -0.956
C -0.234 0.056 -1.561
C 1.556 -1.098 -0.349
C 0.807 -2.410 0.013
H 0.627 -0.499 2.297
H 0.007 1.256 2.609
H 2.358 1.703 -0.008
H 2.792 0.837 -1.416
H 1.639 2.056 -1.630
H 0.404 -0.147 -2.448
H -0.862 -0.717 -1.364
H -0.713 1.011 -1.654
H 1.918 -1.316 -1.370
H 2.337 -1.004 0.463
H 1.445 -3.248 -0.106
H 0.514 -2.372 1.098
H -0.046 -2.524 -0.543
N -3.359 1.198 1.172
H -2.892 1.875 0.521
H -4.034 1.704 1.740
H -2.517 1.051 1.704

*2*
Computed, not measured: a cluster of 2 separate species, C7H16N2O2 in total, with wB97M-V/def2-TZVPD.

Molecular weight, g/mol: 160.22
Orbital gap, eV: 9.55
HOMO energy, eV: -8.76
2S+1: 1

Atoms and positions in Å:
C -1.695 0.611 1.315
C -2.202 1.215 0.035
N -1.589 0.567 -1.164
C -1.220 1.460 -2.228
C -0.747 -0.542 -1.082
C -1.296 -1.886 -0.685
O 0.321 -0.541 -1.672
H -0.626 0.849 1.480
H -1.742 -0.468 1.359
H -2.047 1.054 2.252
H -3.285 1.165 -0.109
H -1.919 2.264 -0.048
H -1.870 2.339 -2.198
H -0.202 1.841 -2.303
H -1.510 1.141 -3.236
H -1.957 -1.969 0.184
H -2.023 -2.286 -1.395
H -0.479 -2.574 -0.490
C 3.254 0.301 0.566
C 2.066 -0.200 1.412
N 2.047 -1.537 1.742
O 1.144 0.567 1.598
H 4.161 -0.241 0.819
H 3.400 1.301 0.978
H 2.828 0.421 -0.425
H 1.561 -1.698 2.607
H 2.967 -1.927 1.654

Most favorable first, least favorable last: *2*, *1*

*1*
Computed, not measured: a cluster of 2 separate species, CH4NO3 in total, with wB97M-V/def2-TZVPD.

Charge: -1
Molecular weight, g/mol: 78.05
Orbital gap (alpha / beta), eV: 6.07 / 6.07
HOMO energy (alpha / beta), eV: -2.02 / -2.02
2S+1: 1

Atoms and positions in Å:
C 0.012 0.841 0.919
N 0.946 -0.331 0.800
O 1.625 -0.445 -0.282
O -0.792 -1.324 -1.844
O -1.382 -1.082 -0.543
H 0.397 1.503 1.731
H 0.080 1.377 -0.062
H -0.965 0.489 0.991
H 0.080 -1.029 -1.711

*2*
Computed, not measured: a cluster of 2 separate species, CH4NO3 in total, with wB97M-V/def2-TZVPD.

Charge: -1
Molecular weight, g/mol: 78.05
Orbital gap (alpha / beta), eV: 6.39 / 5.22
HOMO energy (alpha / beta), eV: -2.22 / -0.99
2S+1: 1

Atoms and positions in Å:
C 0.734 -0.905 -0.126
N -1.454 0.787 0.654
O -0.501 1.811 0.552
O 1.374 0.153 -0.184
O 0.136 -1.369 -1.333
H 1.129 -1.806 0.363
H -1.852 0.810 1.724
H 0.287 1.241 0.401
H 0.147 -0.721 -2.051

*3*
Computed, not measured: the ion CH4NO3 with charge -1, with wB97M-V/def2-TZVPD.

Charge: -1
Molecular weight, g/mol: 78.05
Orbital gap, eV: 7.46
HOMO energy, eV: -2.88
2S+1: 1

Atoms and positions in Å:
O -0.430 1.098 0.751
C -0.376 -0.133 0.443
O 0.121 -1.005 1.434
N 0.541 -0.235 -0.850
O 0.375 1.025 -1.431
H -1.305 -0.782 0.312
H 1.018 -0.510 1.652
H 0.210 -0.928 -1.666
H -0.155 1.469 -0.645

Most favorable first, least favorable last: *3*, *2*, *1*

*1*
Computed, not measured: the molecule C2H3ClOS, with wB97M-V/def2-TZVPD.

Molecular weight, g/mol: 110.57
Orbital gap, eV: 10.70
HOMO energy, eV: -10.26
2S+1: 1

Atoms and positions in Å:
O 0.230 1.758 -0.056
C 0.253 0.569 0.056
S 1.712 -0.375 -0.301
C -0.754 -0.529 0.312
Cl -2.336 0.019 -0.369
H 2.277 0.689 -0.839
H -0.544 -1.458 -0.156
H -0.838 -0.673 1.353

*2*
Computed, not measured: the molecule C2H3ClOS, with wB97M-V/def2-TZVPD.

Molecular weight, g/mol: 110.57
Orbital gap, eV: 9.30
HOMO energy, eV: -9.36
2S+1: 1

Atoms and positions in Å:
O 0.304 1.451 -0.155
C 0.559 0.146 -0.147
S 2.018 -0.506 -0.479
C -0.640 -0.647 0.303
Cl -2.132 -0.184 -0.543
H 1.114 1.923 -0.431
H -0.774 -0.460 1.341
H -0.449 -1.722 0.111

Most favorable first, least favorable last: *2*, *1*

*1*
Computed, not measured: a structure of composition C7H19NO2, with wB97M-V/def2-TZVPD.

Molecular weight, g/mol: 149.23
Orbital gap (alpha / beta), eV: 7.30 / 7.30
HOMO energy (alpha / beta), eV: -8.16 / -8.16
2S+1: 1

Atoms and positions in Å:
C 1.065 0.406 -1.146
C -1.201 1.439 0.111
C 1.296 1.724 -1.796
C 0.365 -0.641 -1.938
C 1.722 0.029 0.062
C -2.296 1.336 -0.940
H -0.584 2.323 -0.003
H -1.625 1.454 1.120
H 0.384 2.113 -2.245
H 2.002 1.567 -2.619
H 1.720 2.459 -1.116
H -0.350 -0.216 -2.643
H -0.139 -1.341 -1.265
H 1.125 -1.193 -2.509
H 2.369 -0.842 -0.078
H 2.265 0.823 0.565
H 0.774 -0.641 0.746
H -3.052 2.106 -0.791
H -1.901 1.465 -1.948
H -2.773 0.359 -0.879
C -0.873 -1.285 2.221
N 0.791 -2.847 2.767
O 0.363 -1.476 2.934
O -0.672 -1.278 0.880
H -0.722 0.399 0.223
H 1.128 -2.927 1.804
H 1.611 -2.904 3.364
H -1.563 -2.095 2.503
H -1.227 -0.315 2.618

*2*
Computed, not measured: a cluster of 2 separate species, C7H19NO2 in total, with wB97M-V/def2-TZVPD.

Molecular weight, g/mol: 149.23
Orbital gap, eV: 9.19
HOMO energy, eV: -8.39
2S+1: 1

Atoms and positions in Å:
C 1.361 -0.216 -1.899
C 1.958 0.158 -0.541
C 1.870 1.668 -0.309
O 3.329 -0.270 -0.475
C 1.237 -0.592 0.586
O 1.386 -1.986 0.459
H 0.325 0.108 -1.947
H 1.917 0.256 -2.711
H 1.394 -1.296 -2.028
H 2.352 2.208 -1.123
H 0.830 1.978 -0.252
H 2.368 1.931 0.624
H 3.812 0.129 -1.207
H 0.058 -0.254 0.589
H 1.648 -0.261 1.551
H 2.329 -2.154 0.324
C -1.997 -1.438 0.038
N -1.684 -0.016 0.627
C -2.073 0.068 2.025
C -2.320 1.029 -0.157
H -1.454 -2.169 0.630
H -3.082 -1.594 0.094
H -1.610 -1.479 -0.976
H -1.550 -0.709 2.581
H -3.156 -0.064 2.168
H -1.793 1.041 2.432
H -3.417 0.957 -0.145
H -2.044 2.009 0.235
H -1.990 0.957 -1.191

Most favorable first, least favorable last: *2*, *1*

*1*
Computed, not measured: the ion C7H13ClN with charge +1, with wB97M-V/def2-TZVPD.

Charge: +1
Molecular weight, g/mol: 146.64
Orbital gap, eV: 10.93
HOMO energy, eV: -14.99
2S+1: 1

Atoms and positions in Å:
C 1.256 2.039 1.583
N 0.559 0.873 0.867
C 0.732 0.522 -0.356
Cl 1.662 1.375 -1.450
C -0.282 -0.606 -0.697
C -1.208 -0.206 -1.893
C 0.527 -1.801 -1.150
C -0.896 -0.866 0.701
C -0.493 0.260 1.534
H 1.224 2.803 0.911
H 2.284 1.712 1.689
H 0.731 2.274 2.501
H -1.733 0.732 -1.718
H -2.025 -0.898 -2.152
H -0.571 -0.327 -2.727
H -0.301 -2.421 -1.421
H 1.140 -2.069 -0.268
H 1.071 -1.655 -2.093
H -0.367 -1.765 1.080
H -1.959 -1.021 0.708
H -1.156 1.079 1.852
H -0.194 -0.036 2.498

*2*
Computed, not measured: the ion C7H13ClN with charge +1, with wB97M-V/def2-TZVPD.

Charge: +1
Molecular weight, g/mol: 146.64
Orbital gap, eV: 10.77
HOMO energy, eV: -13.89
2S+1: 1

Atoms and positions in Å:
C 1.666 0.447 -1.907
C 0.575 0.038 -1.020
C 0.542 -0.440 0.236
C 1.662 -0.683 1.255
N -0.826 -0.513 0.859
C -1.055 0.721 1.685
C -1.796 -0.588 -0.258
C -0.790 0.207 -1.566
Cl -1.405 1.905 -1.629
H 1.193 0.878 -2.695
H 2.079 -0.554 -2.230
H 2.368 0.945 -1.345
H 2.140 0.261 1.745
H 2.465 -0.982 0.736
H 1.436 -1.277 2.004
H -1.036 -1.402 1.450
H -1.086 1.639 1.207
H -2.095 0.558 2.137
H -0.092 0.831 2.353
H -2.744 -0.132 -0.012
H -2.224 -1.551 -0.611
H -0.978 -0.307 -2.392

Most favorable first, least favorable last: *1*, *2*